Below is a structure of composition C30H22BBrF6N10O4Ti in a non-equilibrium geometry, with properties calculated with ωB97M-V with the def2-TZVPD basis set.

- Kohn-Sham gap (spin up / spin down) (eV) = 3.3 / 7.0
- LUMO (spin up / spin down) (hartree) = 0.162 / 0.162
- spin multiplicity = 3
- total charge = -2
- ⟨S²⟩ = 2.0283
- electronic energy (Ha) = -6052.6300
- F_max (hartree/bohr) = 0.02997

Each line ends with the Mulliken charge.
Positions of all 75 atoms, in Å:
Ti1 0.08514 0.20848 -0.07857  -0.61
Br1 3.52318 -0.33442 -0.35560  -0.15
C1 3.39387 -1.23494 1.32369  0.25
C2 4.58387 -1.46042 1.95734  -0.83
C3 4.60052 -2.17466 3.17212  -0.47
C4 3.43584 -2.66761 3.67801  -0.81
C5 2.20314 -2.47648 3.00542  1.16
C6 1.02821 -3.08305 3.50008  -1.05
C7 -0.12955 -2.98643 2.78128  -1.30
C8 -0.18520 -2.20590 1.61054  -0.28
C9 0.88347 -1.46656 1.11938  0.80
C10 2.13242 -1.69874 1.79890  0.62
H1 5.50088 -1.09572 1.51403  0.37
H2 5.54381 -2.35329 3.67759  0.35
H3 3.43391 -3.23575 4.60317  0.31
H4 1.06809 -3.63532 4.43492  0.26
H5 -1.02528 -3.49368 3.13073  0.43
H6 -1.13157 -2.18311 1.08630  0.15
B1 -2.74516 -0.96972 -2.31758  -0.41
N1 -1.50211 -1.82993 -1.92782  0.29
C11 -1.42680 -3.11460 -2.29903  -0.23
C12 -0.12869 -3.55329 -2.11438  -1.46
C13 0.53695 -2.43817 -1.60699  -0.39
N2 -0.29203 -1.40059 -1.48523  1.10
N3 -2.57006 0.53837 -1.97851  -0.06
C14 -3.53267 1.43867 -2.22009  -0.39
C15 -3.00688 2.70399 -2.03571  -1.31
C16 -1.68449 2.46675 -1.65728  -0.25
N4 -1.42017 1.15800 -1.62205  0.38
H7 -2.87766 -1.05797 -3.52846  -0.23
H8 -3.73889 -1.40138 -1.75733  -0.07
H9 -2.30052 -3.62618 -2.67547  0.45
H10 0.27407 -4.53298 -2.31190  0.40
H11 1.57195 -2.34049 -1.33169  0.35
H12 -4.51647 1.11857 -2.53262  0.44
H13 -3.50225 3.65680 -2.13259  0.39
H14 -0.93192 3.19024 -1.39988  0.30
N5 -0.09835 3.91801 5.27902  -0.61
C17 -0.24407 3.37742 3.98124  0.21
N6 -1.13740 4.03802 3.14695  -0.54
N7 0.50133 2.33701 3.64470  -0.83
C18 0.54063 1.68352 2.55292  0.72
N8 0.75409 1.01276 1.58564  -0.30
H15 -0.08770 4.93654 5.27273  0.19
H16 0.73728 3.55222 5.71028  0.26
H17 -1.89824 4.50059 3.61958  0.24
H18 -1.42741 3.50138 2.33789  0.37
F1 -4.75657 -3.45564 0.27735  -0.36
C19 -4.75938 -2.58054 1.29207  0.35
C20 -4.30979 -1.33858 1.10102  0.14
N9 -4.31765 -0.40341 2.09691  0.17
C21 -3.83619 0.95350 1.82089  -1.40
C22 -2.44082 1.01818 1.20163  0.82
O1 -1.98538 2.16346 1.11454  -0.74
O2 -1.90459 -0.06268 0.81090  0.63
C23 -4.81447 -0.70007 3.35277  0.48
O3 -4.90629 0.10200 4.26216  -0.68
N10 -5.23204 -2.00752 3.50479  -0.05
C24 -5.28161 -3.02511 2.55869  0.09
O4 -5.73090 -4.10972 2.85214  -0.69
H19 -3.89931 -1.02772 0.14616  0.40
H20 -3.81993 1.49550 2.75501  0.44
H21 -4.50630 1.46832 1.13344  0.09
H22 -5.58360 -2.24448 4.41819  0.21
F2 1.44001 3.42943 0.40993  -0.34
C25 1.55789 3.00288 -0.86339  0.22
C26 1.28347 1.68941 -1.22489  -0.17
C27 1.49798 1.49001 -2.58719  0.61
F3 1.33749 0.26427 -3.12774  -0.39
C28 1.88707 2.45070 -3.50002  0.01
F4 2.05632 2.16359 -4.80826  -0.36
C29 2.10913 3.73682 -3.06802  0.84
F5 2.49112 4.69545 -3.92563  -0.36
C30 1.94503 4.01094 -1.73424  0.16
F6 2.16191 5.26723 -1.29869  -0.36